No. 1
Entry from OMol25: an isolated molecule of C5H8N2 at a distorted geometry (ωB97M-V/def2-TZVPD).

Each line ends with the natural charge from an NBO analysis.
Element x y z (Å)
C: -0.8940 -2.5399 0.2790  -0.54
C: -0.9132 -1.2397 0.2886  0.20
C: -1.0343 0.0332 0.0087  -0.07
N: -2.2288 0.8105 0.0570  -0.80
C: 0.2427 0.7359 -0.1322  0.10
N: 1.3539 0.1344 -0.0226  -0.40
C: 2.5472 0.9364 -0.1062  -0.43
H: -0.6440 -3.1293 1.1540  0.23
H: -1.8837 -2.5354 -0.2050  0.26
H: -3.0523 0.2164 0.0708  0.37
H: -2.2809 1.3539 -0.8023  0.37
H: 0.1515 1.8260 -0.2224  0.15
H: 3.2042 0.5254 -0.8793  0.20
H: 2.3426 1.9946 -0.3332  0.17
H: 3.0889 0.8775 0.8450  0.20

Atomic forces in eV per Å
-1.145 0.690 0.737
0.347 0.528 0.544
0.296 -0.011 0.094
-0.095 0.107 0.138
0.275 0.081 -0.244
-0.337 0.385 -0.106
0.230 0.137 -0.049
-0.192 -0.096 -0.109
0.305 -1.958 -1.134
0.179 0.086 0.093
-0.004 0.013 0.230
0.170 0.074 -0.167
-0.047 0.087 0.095
0.067 -0.110 0.022
-0.049 -0.011 -0.144

Properties
gap between HOMO and LUMO = 0.316 hartree
lowest unoccupied orbital energy = 0.887 eV
SMILES = C=C=C(N)/C=N/C

No. 2
Entry from OMol25: a cluster of 2 separate species, H2IO in total at a distorted geometry (ωB97M-V/def2-TZVPD).

Each line ends with the natural charge from an NBO analysis.
Element x y z (Å)
O: -3.4281 0.6598 1.5523  -0.96
H: -2.5183 0.3889 1.2930  0.50
H: -3.4129 0.6701 2.5361  0.46
I: 0.8008 -0.1455 -0.3842  -1.00

Atomic forces in eV per Å
0.666 -0.227 0.921
-0.655 0.254 0.117
0.105 -0.037 -1.135
-0.116 0.010 0.097

Properties
gap between HOMO and LUMO = 0.260 hartree
lowest unoccupied orbital energy = 3.701 eV
total charge = -1

No. 3
Entry from OMol25: a cluster of 2 separate species, C5H12N2 in total (ωB97M-V/def2-TZVPD).

Each line ends with the natural charge from an NBO analysis.
Element x y z (Å)
C: 0.7806 2.5288 -0.5381  -0.44
C: 0.8899 2.0493 0.6984  -0.04
N: -0.1478 1.4359 1.4203  -0.42
C: -1.2804 1.9855 1.4446  -0.03
H: -0.1442 2.5366 -1.0970  0.20
H: 1.6763 2.9064 -1.0142  0.21
H: 1.8475 2.0556 1.2020  0.20
H: -2.0987 1.4579 1.9313  0.17
H: -1.4783 2.9642 1.0047  0.15
C: 0.9358 -1.5730 -0.9889  -0.62
C: -0.3819 -2.3093 -0.8140  -0.21
N: -0.6713 -2.4367 0.6118  -0.84
H: 1.7075 -2.0773 -0.4150  0.21
H: 1.2288 -1.5356 -2.0369  0.21
H: 0.8432 -0.5504 -0.6275  0.21
H: -1.1715 -1.7700 -1.3574  0.15
H: -0.3160 -3.3049 -1.2626  0.18
H: -0.6374 -1.5252 1.0503  0.36
H: -1.5822 -2.8378 0.7883  0.35

Atomic forces in eV per Å
0.355 0.015 0.213
-0.142 0.217 -0.153
0.171 -0.194 -0.171
-0.247 -0.103 0.186
-0.047 -0.148 -0.006
-0.132 0.075 -0.095
0.023 -0.108 0.060
-0.006 0.114 -0.013
0.003 0.088 -0.036
-0.224 -0.112 -0.085
-0.108 0.136 -0.060
0.120 -0.136 0.025
0.168 -0.022 0.036
0.043 0.002 -0.047
0.059 0.094 0.055
0.034 -0.027 -0.051
-0.004 0.014 0.125
-0.033 0.073 0.075
-0.033 0.022 -0.056

Properties
gap between HOMO and LUMO = 0.357 hartree
lowest unoccupied orbital energy = 0.777 eV
SMILES = C=CN=C.CCN

No. 4
Entry from OMol25: a structure of composition C45H36IN5RbS (ωB97M-V/def2-TZVPD).

Each line ends with the Löwdin spin population.
Element x y z (Å)
Rb: 0.5288 -0.6461 0.4030  0.00
C: -0.6111 2.3874 -0.7893  0.00
C: 0.3671 3.3620 -1.4627  0.00
C: 1.7034 2.6871 -1.6103  0.00
C: 2.2993 2.4790 -2.8486  0.00
C: 3.4966 1.7768 -2.9093  0.00
C: 4.0548 1.3053 -1.7315  0.00
C: 3.3971 1.5676 -0.5385  0.00
N: 2.2524 2.2453 -0.4758  0.00
N: -1.9840 2.8986 -0.8203  0.00
C: -2.8985 2.1727 -1.7106  0.00
C: -2.5080 2.3145 -3.1631  0.00
C: -3.0986 3.2723 -3.9780  0.00
C: -2.7044 3.3815 -5.3032  0.00
C: -1.7207 2.5204 -5.7705  0.00
C: -1.1946 1.5893 -4.8927  0.00
N: -1.5769 1.4734 -3.6243  0.00
C: -2.5436 3.1472 0.4990  0.00
C: -3.1060 1.9482 1.2445  0.00
C: -4.1555 2.1255 2.1370  0.00
C: -4.6931 1.0260 2.7873  0.00
C: -4.1750 -0.2266 2.4926  0.00
C: -3.1254 -0.3083 1.5982  0.00
N: -2.5760 0.7493 0.9988  0.00
H: -0.2776 2.2244 0.2365  0.00
H: -0.5521 1.4430 -1.3318  0.00
H: 0.4686 4.2582 -0.8461  0.00
H: -0.0292 3.6514 -2.4383  0.00
H: 1.8211 2.8439 -3.7499  0.00
H: 3.9746 1.5869 -3.8628  0.00
H: 4.9695 0.7282 -1.7321  0.00
H: 3.7844 1.2056 0.4094  0.00
H: -3.8906 2.6125 -1.5737  0.00
H: -2.9579 1.1053 -1.4700  0.00
H: -3.8573 3.9287 -3.5706  0.00
H: -3.1548 4.1194 -5.9548  0.00
H: -1.3764 2.5649 -6.7953  0.00
H: -0.4313 0.8857 -5.2104  0.00
H: -3.3486 3.8835 0.3956  0.00
H: -1.7651 3.6076 1.1135  0.00
H: -4.5440 3.1203 2.3194  0.00
H: -5.5018 1.1430 3.4970  0.00
H: -4.5769 -1.1202 2.9503  0.00
H: -2.6984 -1.2715 1.3350  0.00
I: -0.5218 -5.1834 0.5147  0.00
C: -2.5271 -4.8700 -0.1030  0.00
C: -3.4339 -5.6915 0.5352  0.00
C: -4.8002 -5.5164 0.3032  0.00
C: -5.2300 -4.5029 -0.5059  0.00
C: -4.3228 -3.6271 -1.1499  0.00
C: -4.8103 -2.5600 -1.9224  0.00
C: -3.9221 -1.7118 -2.5621  0.00
C: -2.5637 -1.9176 -2.5092  0.00
C: -1.9921 -2.9944 -1.7625  0.00
C: -2.9032 -3.8447 -0.9976  0.00
H: -3.0892 -6.4466 1.2270  0.00
H: -5.5171 -6.1651 0.7941  0.00
H: -6.2904 -4.3363 -0.6628  0.00
H: -5.8814 -2.4255 -2.0203  0.00
H: -4.3051 -0.8826 -3.1498  0.00
H: -1.8869 -1.2627 -3.0405  0.00
C: 5.1729 -2.4544 0.8888  0.02
C: 5.8958 -1.7507 1.8455  0.00
C: 5.2368 -0.8594 2.6807  0.02
C: 3.8577 -0.6184 2.5412  0.00
C: 3.0806 -1.3358 1.5937  0.02
C: 3.7950 -2.2662 0.8186  0.00
C: 3.1776 0.4239 3.3602  0.11
C: 3.8682 1.2428 4.2655  0.07
C: 3.2001 2.2119 5.0031  0.16
C: 1.8093 2.3996 4.8233  0.01
C: 1.0414 3.3674 5.5048  0.13
C: -0.3228 3.5157 5.2520  0.07
C: -0.9418 2.6925 4.3166  0.08
C: -0.2119 1.7200 3.6372  0.12
C: 1.1773 1.5383 3.8693  0.01
N: 1.8459 0.5835 3.1889  0.13
H: 5.6830 -3.1472 0.2203  0.00
H: 6.9684 -1.8974 1.9426  0.00
H: 5.8273 -0.3572 3.4407  0.00
H: 3.2465 -2.8725 0.0918  0.00
H: 4.9369 1.1342 4.3954  0.00
H: 3.7329 2.8433 5.7090  0.01
H: 1.5397 4.0099 6.2264  0.01
H: -0.9019 4.2647 5.7841  0.00
H: -2.0045 2.8096 4.1184  0.01
H: -0.6971 1.0705 2.9165  0.01
S: 0.6128 -3.1152 -2.7619  0.00
C: -0.6130 -3.0075 -1.7159  0.00

Atomic forces in eV per Å
0.079 -0.027 0.295
0.011 0.275 -0.279
0.018 -0.211 0.017
0.072 0.071 -0.012
0.076 -0.056 -0.087
-0.078 0.013 0.172
0.053 0.007 -0.219
-0.036 0.017 0.245
-0.035 -0.050 -0.038
-0.104 -0.124 0.162
0.183 0.155 0.134
0.127 -0.207 0.107
-0.045 0.222 -0.187
0.084 -0.168 0.190
-0.115 0.178 -0.122
0.087 -0.174 0.158
-0.103 0.140 0.031
-0.007 0.002 -0.154
0.109 -0.032 -0.115
-0.199 -0.042 0.174
0.220 0.016 -0.196
-0.198 0.045 0.196
0.267 -0.034 -0.166
-0.188 0.001 -0.083
-0.069 -0.035 -0.006
-0.084 -0.130 0.039
-0.032 0.019 -0.016
0.024 0.033 -0.004
-0.021 0.004 0.017
-0.001 -0.006 -0.006
-0.012 -0.014 0.049
0.000 -0.048 -0.035
-0.020 -0.045 0.008
0.019 -0.033 -0.019
0.012 -0.002 0.020
-0.001 0.013 -0.011
0.014 -0.018 0.003
-0.014 0.028 -0.055
-0.005 0.005 0.077
-0.013 -0.002 0.031
0.017 0.009 -0.018
-0.018 -0.004 0.005
0.048 -0.031 -0.026
-0.027 -0.033 0.043
-0.240 0.127 -0.158
0.365 -0.189 0.196
0.248 0.070 -0.068
-0.259 0.097 -0.062
-0.051 -0.085 0.085
0.360 -0.055 0.049
-0.109 0.210 -0.153
-0.266 -0.100 0.081
0.231 -0.123 0.015
-0.179 0.119 0.087
-0.312 0.099 -0.173
0.026 0.001 -0.021
0.011 -0.013 -0.001
0.007 -0.001 0.007
0.012 0.000 0.032
0.028 -0.002 -0.026
-0.007 0.032 0.008
0.124 -0.118 0.026
0.053 -0.018 -0.050
-0.107 0.044 0.044
-0.045 -0.221 -0.283
0.135 -0.243 -0.171
0.056 0.114 -0.029
0.276 0.513 0.548
-0.041 -0.414 -0.379
-0.277 0.201 0.127
0.238 0.130 0.188
0.129 -0.031 -0.014
-0.239 -0.037 -0.109
-0.125 0.274 0.200
0.180 -0.123 -0.105
-0.041 -0.093 -0.150
-0.431 0.034 -0.266
-0.023 -0.011 0.035
-0.012 0.007 0.027
-0.024 0.062 -0.001
0.066 0.016 -0.055
0.009 -0.027 -0.011
0.013 -0.007 -0.020
-0.007 -0.007 -0.001
0.017 -0.001 -0.011
0.019 -0.036 0.009
0.025 -0.024 0.020
-0.236 -0.068 0.173
0.311 0.167 0.041

Properties
gap between HOMO and LUMO (spin up / spin down) = 0.078 / 0.156 hartree
lowest unoccupied orbital energy (spin up / spin down) = 3.525 / 3.518 eV
expectation value of S² = 0.774
2S+1 = 2
total charge = -2

No. 5
Entry from OMol25: an isolated molecule of CH2ClNOS2 at a distorted geometry (ωB97M-V/def2-TZVPD).

Each line ends with the natural charge from an NBO analysis.
Element x y z (Å)
C: -1.8059 0.4538 -0.0692  0.36
N: 1.3717 -0.8096 -0.6735  -0.92
O: -1.8977 1.5911 -0.2526  -0.49
S: -0.1345 -0.9168 -0.1179  0.72
S: 2.5819 -0.0450 0.2235  0.20
Cl: -3.2075 -0.5298 0.4689  -0.10
H: -0.0057 -0.4051 1.2404  0.11
H: 3.0977 0.6613 -0.8198  0.12

Atomic forces in eV per Å
1.011 -0.986 0.043
-1.554 -0.143 0.322
0.167 1.101 -0.373
0.845 1.073 1.527
-0.041 0.436 -0.577
-0.038 -0.408 0.108
-0.304 -0.914 -1.522
-0.087 -0.159 0.473

Properties
gap between HOMO and LUMO (spin up / spin down) = 0.279 / 0.279 hartree
lowest unoccupied orbital energy (spin up / spin down) = -0.898 / -0.897 eV

No. 6
Entry from OMol25: an isolated molecule of H4NO2PS at a distorted geometry (ωB97M-V/def2-TZVPD).

Each line ends with the natural charge from an NBO analysis.
Element x y z (Å)
N: -1.3251 1.2084 0.4922  -1.29
P: -0.0929 0.2797 -0.0178  2.00
O: -0.3769 -0.1283 -1.5272  -0.98
O: -0.1209 -1.1706 0.7182  -1.06
S: 1.9426 0.6497 -0.0616  -0.27
H: -1.2931 1.8085 1.3309  0.39
H: -1.1648 -0.6555 -1.5999  0.51
H: 0.3091 -1.6056 1.4432  0.54
H: 2.1220 -0.3863 -0.7781  0.15

Atomic forces in eV per Å
3.057 -1.021 -0.883
-3.474 0.836 2.545
0.848 0.182 0.183
-0.893 -0.020 -1.442
-0.042 2.415 1.153
0.325 -0.767 -0.657
-0.778 -0.353 -0.119
0.591 0.533 0.404
0.366 -1.804 -1.185

Properties
gap between HOMO and LUMO = 0.346 hartree
lowest unoccupied orbital energy = 0.374 eV
SMILES = N=P(O)(O)S

No. 7
Entry from OMol25: an isolated molecule of C5H8O (ωB97M-V/def2-TZVPD).

Each line ends with the natural charge from an NBO analysis.
Element x y z (Å)
O: 0.4294 -2.2741 0.1184  -0.64
C: 1.3107 -1.3456 0.3937  0.30
C: -0.0345 0.5668 -1.5001  -0.62
C: 0.0987 0.8952 -0.0256  -0.18
C: -0.7898 0.2368 0.9848  -0.44
C: 0.6870 -0.1085 0.9509  -0.41
H: -0.4852 -2.0371 0.3979  0.45
H: 0.9396 0.3577 -1.9541  0.23
H: -0.6706 -0.3092 -1.6653  0.21
H: -0.4854 1.4083 -2.0357  0.22
H: 0.3769 1.9263 0.1789  0.22
H: -1.5290 -0.4644 0.5938  0.20
H: -1.1510 0.8012 1.8392  0.23
H: 1.3031 0.3466 1.7232  0.24

Atomic forces in eV per Å
0.049 0.140 0.071
-0.413 0.061 0.076
0.015 -0.048 -0.055
0.009 0.140 -0.076
-0.199 -0.032 0.017
0.270 -0.086 0.083
0.148 0.010 -0.054
-0.141 0.086 0.058
0.115 0.089 0.030
0.023 -0.137 0.103
-0.017 -0.161 -0.016
0.129 0.106 0.033
0.093 -0.089 -0.127
-0.082 -0.079 -0.142

Properties
gap between HOMO and LUMO = 0.340 hartree
lowest unoccupied orbital energy = 0.843 eV

No. 8
Entry from OMol25: a structure of composition C16H17Cl2IrN4S4 at a distorted geometry (ωB97M-V/def2-TZVPD).

Each line ends with the natural charge from an NBO analysis.
Element x y z (Å)
Ir: 0.5310 -0.1127 -0.4311  0.62
C: -1.8843 1.3820 1.1621  -0.24
C: -1.2958 0.6086 2.3422  -0.25
N: -0.4229 -0.4513 1.8272  -0.61
C: 0.6598 -0.8429 2.7273  -0.25
C: 1.7388 0.2320 2.8417  -0.54
S: 2.0846 1.1322 1.2793  0.49
C: 1.1385 2.6909 1.5165  -0.54
C: -0.0345 2.9410 0.5632  -0.26
N: -0.8393 1.7667 0.2057  -0.62
H: -2.4426 2.2545 1.5226  0.22
H: -2.5816 0.7266 0.6356  0.22
H: -2.1100 0.1957 2.9504  0.23
H: -0.7208 1.2750 2.9813  0.20
H: -0.9996 -1.2716 1.6587  0.41
H: 1.1073 -1.7524 2.3218  0.25
H: 0.2845 -1.0679 3.7344  0.22
H: 2.6848 -0.2350 3.1086  0.27
H: 1.5088 0.9760 3.6014  0.24
H: 1.8754 3.4803 1.3664  0.27
H: 0.8285 2.7219 2.5569  0.23
H: 0.3747 3.3391 -0.3662  0.25
H: -0.6671 3.7183 1.0141  0.22
H: -1.3092 1.9916 -0.6675  0.42
Cl: -0.8936 -0.5432 -2.6226  0.14
C: -0.4352 0.4886 -3.9223  -0.11
C: -1.0612 0.3290 -5.1435  -0.20
C: -0.7569 1.1969 -6.1840  -0.19
C: 0.1715 2.2083 -6.0042  -0.19
C: 0.8290 2.3446 -4.7931  -0.08
Cl: 1.9988 3.5812 -4.5946  0.06
C: 0.5391 1.4790 -3.7136  -0.16
S: 1.3670 1.6875 -2.2200  0.03
H: -1.7785 -0.4633 -5.2802  0.24
H: -1.2465 1.0822 -7.1363  0.24
H: 0.3977 2.8915 -6.8057  0.25
S: 0.1221 -2.6751 -0.1659  -0.05
C: 1.2440 -3.4189 -1.2069  -0.29
C: 1.0878 -4.8127 -1.3540  0.22
N: 0.9198 -5.9451 -1.4025  -0.22
C: 2.2879 -2.7517 -1.8390  -0.32
S: 2.6704 -1.1119 -1.6029  0.18
C: 3.1200 -3.4699 -2.7268  0.22
N: 3.7913 -4.0255 -3.4701  -0.21

Atomic forces in eV per Å
3.506 1.662 -0.995
-0.115 -0.241 0.395
-0.183 0.363 -0.312
-0.322 -0.468 -0.245
0.331 -0.134 0.040
0.005 -0.062 -0.214
-1.383 -1.094 -1.293
-0.073 -0.093 -0.064
0.388 0.214 -0.018
-0.096 -0.705 -0.402
0.057 -0.074 -0.045
0.007 0.076 -0.043
0.164 0.071 -0.052
0.057 -0.012 0.048
0.083 -0.049 0.003
-0.110 0.058 0.009
0.031 0.012 -0.097
0.009 0.020 0.065
0.056 0.119 -0.051
-0.062 0.015 0.060
0.069 -0.055 0.078
-0.145 -0.071 0.061
0.056 -0.110 -0.073
0.165 -0.045 -0.058
-0.251 -0.761 0.891
0.774 1.181 -0.723
-0.030 0.037 -0.049
0.043 -0.084 0.256
0.006 -0.126 0.144
-0.429 -0.693 0.339
0.192 0.184 0.120
-0.756 -0.491 -0.690
0.111 -0.723 2.178
-0.126 -0.092 -0.013
-0.070 -0.032 -0.106
0.076 0.092 -0.092
-0.642 1.834 0.342
2.100 1.148 -1.155
-0.035 -0.250 0.059
-0.072 -0.508 -0.092
-2.067 -1.535 1.178
-1.812 1.619 1.075
0.143 0.069 -0.132
0.352 -0.266 -0.325

Properties
gap between HOMO and LUMO (spin up / spin down) = 0.178 / 0.198 hartree
lowest unoccupied orbital energy (spin up / spin down) = -5.794 / -5.246 eV
expectation value of S² = 0.818
2S+1 = 2
total charge = +1

Summary of energy relative to the best compared isomer or geometry (same formula, charge and spin) in kJ/mol
393.5, 23.3, 187.0, 101.0, 218.3, 151.5, 337.3, 468.5
(order as listed above)